Entry 1:
Entry from the Open Molecules 2025 dataset: a structure of composition C6H13N3 at a distorted geometry (ωB97M-V/def2-TZVPD).

Last column: Mulliken spin population.
Atoms and positions in Å:
N -1.49 -0.28 0.64  0.236
N -2.62 -1.09 0.97  0.703
N -1.47 0.15 2.06  0.143
C 1.40 0.80 0.60  0.008
C 1.57 -0.69 -1.41  0.005
C -0.06 1.18 -1.52  0.008
C -0.39 -0.85 -0.08  0.004
C 0.60 0.20 -0.58  -0.017
C -2.61 -0.59 2.17  0.832
H -0.81 -1.43 -0.93  0.009
H 0.85 1.16 1.45  0.004
H 0.23 -1.56 0.55  0.024
H -0.31 0.47 -2.26  -0.003
H -0.92 1.60 -1.14  -0.001
H 1.97 -1.58 -0.88  -0.003
H -3.10 -0.87 3.18  0.024
H 2.49 -0.20 -1.75  0.001
H 0.56 1.86 -1.95  -0.001
H 1.91 1.60 -0.02  0.000
H 1.08 -1.10 -2.35  0.001
H -1.16 1.13 2.39  0.027
H 2.26 0.11 0.86  -0.005

Computed properties:
**2S+1**: 3
**Expectation value of S²**: 2.01
**E_HOMO (spin up / spin down)**: -4.75 / -9.19 eV
**DFT total energy**: -400.38496 Eh
**Lowest unoccupied orbital energy (spin up / spin down)**: 0.0287 / -0.0565 Eh
**HOMO-LUMO gap (spin up / spin down)**: 5.53 / 7.65 eV
**Max |F|**: 10.9 eV Å⁻¹

Entry 2:
Entry from the Open Molecules 2025 dataset: an isolated molecule of C6H13N3O2 at a distorted geometry (ωB97M-V/def2-TZVPD).

Last column: natural (NBO) charge in e.
Atoms and positions in Å:
O 1.62 -0.67 -2.49  -0.551
O -2.44 -1.25 1.91  -0.644
N 0.48 0.53 -0.22  -0.480
N -0.98 0.45 1.60  -0.640
N -2.92 0.61 2.78  -0.842
C 2.46 -0.46 -1.27  -0.086
C 0.03 -0.30 0.94  -0.045
C 1.98 0.77 -0.41  -0.231
C -2.12 -0.14 2.02  0.759
C -0.32 0.34 -1.47  -0.243
C 0.23 -0.91 -2.26  -0.081
H -2.89 1.70 2.57  0.373
H 2.61 -1.42 -0.70  0.176
H -0.19 1.17 -2.08  0.199
H -0.34 -1.13 -3.16  0.193
H -1.43 0.23 -1.41  0.207
H 2.50 0.87 0.51  0.204
H -0.31 -1.25 0.63  0.212
H 0.85 -0.37 1.72  0.178
H 2.26 1.74 -0.92  0.201
H 3.38 -0.04 -1.56  0.186
H -3.91 0.17 2.80  0.411
H -0.66 1.22 2.18  0.389
H 0.12 -1.85 -1.69  0.156

Computed properties:
**E_HOMO**: -8.03 eV
**DFT total energy**: -551.10419 Eh
**Lowest unoccupied orbital energy**: 0.0289 Eh
**SMILES string**: NC(=O)NCN1CCOCC1
**HOMO-LUMO gap**: 8.81 eV
**Max |F|**: 6.4 eV Å⁻¹

Entry 3:
Entry from the Open Molecules 2025 dataset: an isolated molecule of C6H13N3O3S at a distorted geometry (ωB97M-V/def2-TZVPD).

Last column: natural (NBO) charge in e.
Atoms and positions in Å:
S -0.08 -2.28 -0.31  1.133
O -3.75 -0.66 -0.76  -0.732
O -1.37 1.07 0.94  -0.544
O -1.50 -2.70 -0.11  -0.889
N 3.18 -1.02 -0.06  -0.323
N 3.19 -1.96 0.82  -0.451
N 0.09 -0.73 0.44  -0.644
C -3.52 0.58 -0.13  -0.106
C 3.01 1.29 -0.87  -0.624
C 2.35 0.05 -0.18  0.120
C -0.85 -0.14 1.29  0.087
C -2.17 1.23 -0.20  -0.114
C 1.05 0.27 0.21  -0.092
H -3.20 -1.37 -0.42  0.488
H 2.27 2.10 -0.88  0.227
H 3.96 1.69 -0.71  0.221
H 3.90 -1.13 -0.76  0.370
H 3.08 0.88 -1.99  0.199
H -1.47 1.01 -0.99  0.190
H -4.35 1.15 -0.62  0.204
H -2.39 2.42 -0.23  0.201
H -3.87 0.52 1.08  0.161
H -0.29 0.00 2.34  0.186
H 3.94 -2.65 0.60  0.316
H 0.49 1.18 0.01  0.225
H -1.70 -0.81 1.48  0.190

Computed properties:
**E_HOMO (spin up / spin down)**: -7.40 / -7.91 eV
**DFT total energy**: -1024.36556 Eh
**Lowest unoccupied orbital energy (spin up / spin down)**: -0.0279 / 0.0007 Eh
**HOMO-LUMO gap (spin up / spin down)**: 6.64 / 7.92 eV
**Max |F|**: 4.8 eV Å⁻¹

Entry 4:
Entry from the Open Molecules 2025 dataset: a structure of composition C6H13NO at a distorted geometry (ωB97M-V/def2-TZVPD).

Last column: Mulliken spin population.
Atoms and positions in Å:
O -1.64 -2.07 0.09  0.026
N 1.24 1.84 0.08  0.276
C 0.85 -1.90 0.13  -0.010
C -0.41 -2.42 -0.29  -0.009
C 0.58 0.59 -0.07  0.435
C 0.79 2.56 -1.02  0.030
C 0.76 -0.45 0.89  0.184
C -1.77 1.31 0.53  0.172
H -0.15 -3.36 -0.91  0.001
H -0.59 1.20 0.43  -0.102
H -1.85 2.39 0.20  -0.041
H 1.63 -2.77 0.24  0.007
H 1.21 2.17 -2.03  0.020
H -2.25 0.47 -0.17  0.019
H 1.77 -0.22 1.31  -0.054
H 0.27 -1.38 -0.97  0.027
H -0.23 2.62 -1.36  0.011
H -2.05 1.08 1.61  -0.010
H -0.08 -0.61 1.58  -0.036
H 1.26 3.62 -1.04  0.001
H 0.65 0.36 -1.14  0.054

Computed properties:
**2S+1**: 2
**Expectation value of S²**: 0.75
**E_HOMO (spin up / spin down)**: -0.77 / -2.78 eV
**DFT total energy**: -366.12541 Eh
**Lowest unoccupied orbital energy (spin up / spin down)**: 0.1334 / 0.1327 Eh
**HOMO-LUMO gap (spin up / spin down)**: 4.40 / 6.39 eV
**Max |F|**: 5.3 eV Å⁻¹
**Charge**: -1